Below is a molecular structure, C37H51AsIrN8O6S2Si2 in a non-equilibrium geometry, with properties calculated with ωB97M-V/def2-TZVPD.

Last column: Löwdin spin population.
CARTESIAN COORDINATES (ANGSTROEM)
Ir -0.212536 -0.950672 0.237757  0.922
C 1.215602 2.242101 0.979748  0.001
N -0.143820 2.089989 0.522561  -0.001
C -1.200161 2.603071 1.342841  0.000
C -2.205591 1.501604 1.503766  -0.001
N -2.018017 0.239249 1.170174  -0.011
C -3.139054 -0.451628 1.665051  -0.012
C -3.426080 -1.816425 1.754151  -0.021
C -4.623949 -2.187156 2.334546  -0.004
C -5.527767 -1.239227 2.831909  -0.001
C -5.237533 0.108657 2.798975  -0.004
C -4.024862 0.469993 2.226035  -0.001
N -3.392397 1.696519 2.107628  0.000
C 2.031558 1.402388 0.059678  0.010
N 1.530777 0.410552 -0.646536  0.082
C 2.556309 0.021539 -1.521532  0.005
C 2.551485 -0.865955 -2.594799  0.001
C 3.730665 -1.037627 -3.292564  0.000
C 4.892109 -0.324591 -2.956236  0.001
C 4.895066 0.606268 -1.936589  0.000
C 3.701968 0.767484 -1.241982  0.002
N 3.325122 1.640444 -0.230030  0.004
H 1.298653 1.870843 2.005894  0.001
H 1.599355 3.271122 0.965756  0.000
H -0.235952 2.364927 -0.445929  0.000
H -1.676112 3.506221 0.948399  0.000
H -0.824562 2.854062 2.338664  0.000
H -2.707705 -2.563164 1.446476  -0.010
H -4.862762 -3.237152 2.439069  0.000
H -6.453261 -1.573209 3.280087  0.000
H -5.911527 0.841924 3.220945  0.000
H -3.731931 2.579872 2.452783  0.000
H 1.649330 -1.379850 -2.889919  0.000
H 3.758314 -1.721220 -4.131082  0.000
H 5.793597 -0.482385 -3.532361  0.000
H 5.774861 1.193005 -1.709101  0.000
H 3.881909 2.385590 0.156731  0.000
O 3.458038 -6.039371 5.660799  0.000
C 3.684624 -4.715372 5.570736  0.001
O 4.597836 -4.218808 6.159995  0.002
C 2.762753 -3.898939 4.700184  0.008
C 1.808663 -4.425178 3.836396  -0.001
C 0.987809 -3.587694 3.093001  0.013
C 1.109239 -2.210800 3.224071  0.037
S -0.034311 -1.080711 2.489804  0.311
C 2.063338 -1.678126 4.091893  0.018
C 2.891719 -2.515478 4.810250  0.000
H 2.633866 -6.291124 5.230573  0.000
H 1.666025 -5.491980 3.714884  0.000
H 0.242456 -4.011509 2.434866  0.000
H 2.143045 -0.604631 4.211601  0.003
H 3.631151 -2.121843 5.494349  0.000
C -1.381439 -5.012521 -0.232532  0.001
Si -2.566922 -4.099797 -1.343343  -0.016
C -4.326002 -4.309315 -0.788787  -0.002
C -2.423136 -4.465321 -3.159837  -0.008
As -2.006065 -1.728537 -1.092167  -0.299
Si -3.624234 -0.256911 -2.119248  -0.008
C -3.600756 1.467599 -1.436835  0.000
C -2.892845 -0.316143 -3.833692  -0.015
C -5.316451 -1.008187 -2.023359  0.002
H -0.606056 -5.537969 -0.791980  0.000
H -1.939160 -5.754633 0.343982  0.000
H -0.879187 -4.349253 0.473469  0.000
H -4.554078 -5.377002 -0.875987  0.000
H -5.030613 -3.774271 -1.422048  0.000
H -4.494444 -4.019735 0.246366  0.000
H -2.924395 -5.421628 -3.339104  -0.001
H -1.398759 -4.568478 -3.513992  0.000
H -2.938819 -3.716670 -3.764492  0.000
H -2.591034 1.879531 -1.392733  0.000
H -4.064266 1.519769 -0.452681  0.000
H -4.187732 2.092061 -2.116402  0.000
H -1.891024 0.115571 -3.859358  -0.001
H -3.526040 0.264334 -4.511111  -0.002
H -2.841933 -1.332184 -4.230222  -0.001
H -5.625264 -1.188991 -0.992079  0.000
H -5.383565 -1.939443 -2.585230  0.000
H -6.030245 -0.307743 -2.466747  0.001
C 3.862923 -7.827473 2.562209  0.000
C 3.675170 -7.956812 1.061757  0.000
S 3.053486 -6.483002 0.299734  0.000
O 1.918756 -5.980007 1.043775  0.000
O 2.898140 -6.745621 -1.109185  0.000
C 4.356553 -5.256168 0.459079  0.000
C 4.245530 -4.214265 -0.657960  0.000
N 2.912358 -3.616605 -0.819410  0.000
C 2.363562 -2.673472 -0.026965  0.000
N 1.091048 -2.454697 -0.384654  0.006
C 0.831004 -3.296440 -1.437485  -0.007
C 1.944752 -4.000322 -1.713274  0.000
N 2.135807 -4.809899 -2.893893  0.000
O 3.252721 -4.877418 -3.358260  0.000
O 1.140862 -5.340315 -3.333972  0.000
C 3.175894 -1.962401 0.986806  0.000
H 3.987883 -8.813088 3.006420  0.000
H 2.977099 -7.365000 2.993808  0.000
H 4.741212 -7.236997 2.820484  0.000
H 2.929603 -8.707432 0.789827  0.000
H 4.592939 -8.202965 0.525593  0.000
H 5.316519 -5.759099 0.333022  0.000
H 4.295272 -4.844515 1.466377  0.000
H 4.481375 -4.685566 -1.606074  0.000
H 4.959668 -3.409335 -0.493719  0.000
H -0.081438 -3.292090 -1.998497  -0.010
H 4.103594 -1.621661 0.522976  0.000
H 3.416379 -2.614236 1.827072  0.000
H 2.636655 -1.103114 1.371890  0.001

Forces on the atoms, in the same order (eV/Å):
Ir -1.1 0.0 0.3
C 0.0 -0.1 0.0
N 0.2 0.6 -0.2
C -0.1 -0.3 0.0
C 0.0 0.0 0.0
N 0.5 0.0 -0.2
C 0.0 0.0 0.0
C 0.0 0.0 0.0
C 0.0 0.0 0.0
C 0.0 0.0 0.0
C 0.0 0.0 0.0
C 0.0 -0.1 0.0
N 0.0 0.0 0.0
C 0.1 -0.1 0.0
N -0.1 -0.1 -0.1
C 0.0 0.0 0.0
C 0.0 0.0 0.0
C 0.0 0.0 0.0
C 0.0 0.0 0.0
C 0.0 0.0 0.0
C 0.0 0.0 0.0
N 0.0 0.0 0.0
H 0.0 0.0 0.0
H 0.0 0.0 0.0
H 0.0 0.0 0.0
H 0.0 0.0 0.0
H 0.0 0.0 0.0
H 0.0 0.0 0.0
H 0.0 0.0 0.0
H 0.0 0.0 0.0
H 0.0 0.0 0.0
H 0.0 0.0 0.0
H 0.0 0.0 0.0
H 0.0 0.0 0.0
H 0.0 0.0 0.0
H 0.0 0.0 0.0
H 0.0 0.0 0.0
O 0.0 0.0 0.0
C 0.0 0.0 0.0
O 0.0 0.0 -0.1
C 0.0 0.0 0.0
C 0.0 0.0 0.0
C 0.0 0.1 0.0
C -0.1 -0.1 0.0
S 0.2 0.0 0.1
C 0.0 0.0 0.0
C 0.0 0.0 0.1
H -0.1 0.0 0.0
H 0.1 0.0 0.0
H 0.0 0.0 0.0
H 0.0 0.0 0.0
H 0.0 0.0 0.0
C 0.0 -0.1 0.1
Si -0.1 0.1 0.0
C 0.0 0.0 0.0
C 0.0 0.0 0.0
As 0.3 0.0 -0.2
Si 0.0 -0.2 0.0
C 0.1 0.0 0.0
C 0.0 0.0 0.0
C 0.0 0.1 0.0
H 0.0 0.0 0.0
H 0.0 0.0 0.0
H 0.0 0.0 0.0
H 0.0 0.0 0.0
H 0.0 0.0 0.0
H 0.0 0.0 0.0
H 0.0 0.0 0.0
H 0.1 0.0 0.0
H 0.0 0.0 0.0
H 0.0 0.0 0.0
H 0.0 0.0 0.0
H 0.0 0.0 0.0
H 0.0 0.0 0.0
H 0.0 0.0 0.0
H 0.0 0.0 0.0
H 0.0 0.0 0.0
H 0.0 0.0 0.0
H 0.0 0.0 0.0
C 0.0 0.0 0.0
C 0.1 0.0 0.0
S -0.1 0.0 -0.1
O 0.0 0.0 0.0
O 0.0 0.1 0.0
C 0.0 0.1 0.0
C 0.0 -0.1 -0.1
N 0.1 -0.1 0.0
C 0.0 0.0 -0.1
N 0.1 0.1 0.1
C 0.1 0.1 -0.1
C -0.1 0.1 0.0
N 0.1 -0.4 0.2
O -0.1 0.1 -0.1
O -0.1 0.1 -0.1
C 0.0 0.0 0.0
H 0.0 0.0 0.0
H 0.0 0.0 0.1
H 0.0 0.1 0.0
H -0.1 0.0 0.0
H 0.0 0.0 0.0
H 0.0 0.0 0.1
H 0.0 0.0 0.0
H 0.0 0.1 0.0
H 0.0 0.0 0.0
H 0.0 0.0 0.0
H 0.0 0.0 0.0
H 0.0 0.0 0.0
H 0.0 0.0 0.0

Computed properties:
**Charge**: +2
**Energy above the lowest of the compared OMol25 structures with the same formula, charge and spin**: 2.095 eV
**Frontier orbital gap (spin up / spin down)**: 6.400 / 6.402 eV
**Spin multiplicity**: 2